(1)
Formula: C10H11FeNO5
Source: OMol25
Level of theory: ωB97M-V/def2-TZVPD

Output
LUMO level (alpha / beta) (Eh): -0.440 / -0.629
Total charge: +3
Multiplicity: 6
Frontier orbital gap (alpha / beta) (eV): 8.83 / 3.67
E_HOMO (alpha / beta) (eV): -20.80 / -20.78

XYZ file:
```
28
Properties=species:S:1:pos:R:3:forces:R:3:lowdin_charge:R:1
Fe 2.043 -1.119 -2.227 0.7 1.0 -0.1 1.148
O -2.674 1.179 -4.642 3.2 -4.2 -1.2 0.129
C -1.959 0.283 -4.882 -3.8 5.3 0.0 0.026
C 1.624 -2.051 -3.924 -4.7 -3.5 -4.9 0.042
O 0.870 -2.532 -4.661 4.3 2.3 3.4 0.244
C -1.153 -0.683 -3.091 -2.1 -4.6 0.4 -0.103
O -1.683 -1.703 -3.281 2.0 3.1 1.3 0.063
C 0.737 0.723 -4.302 2.1 0.5 -3.4 -0.016
O 1.012 0.824 -5.411 -1.0 -0.1 3.2 0.137
O 1.567 -0.326 -0.672 -0.3 0.0 0.9 -0.064
C 0.952 -0.271 0.429 0.0 1.1 1.3 -0.300
C 1.618 0.223 1.691 0.5 -1.4 -1.1 -0.028
C 0.976 1.411 2.383 0.2 2.5 -0.1 -0.108
C -0.207 1.045 3.254 -0.7 -3.1 -0.9 -0.100
C -1.388 0.475 2.494 0.5 3.4 1.4 -0.070
C -1.087 -0.813 1.734 0.2 -2.1 -2.0 -0.036
N -0.351 -0.574 0.478 -0.2 -1.0 1.5 0.223
H 1.693 -0.628 2.377 0.2 0.0 0.0 0.164
H 2.619 0.520 1.363 0.1 0.0 0.3 0.162
H 1.749 1.926 2.969 -0.1 -0.3 -0.1 0.160
H 0.659 2.149 1.650 0.0 0.2 -0.2 0.146
H 0.137 0.325 3.990 -0.1 -0.1 0.4 0.148
H -0.527 1.940 3.790 -0.1 1.1 0.2 0.201
H -2.198 0.237 3.198 -0.1 -0.6 0.0 0.183
H -1.782 1.222 1.798 0.0 -0.2 -0.1 0.152
H -0.504 -1.476 2.387 0.2 0.2 0.1 0.175
H -2.018 -1.341 1.482 0.3 0.3 -0.1 0.170
H -0.726 -0.965 -0.373 -0.7 0.3 -0.4 0.150
```
Positions in Å, forces in eV/Å.



(2)
Formula: C34H19CeCl2N9
Source: OMol25
Level of theory: ωB97M-V/def2-TZVPD

Output
LUMO level (alpha / beta) (Eh): -0.156 / -0.157
Total charge: +1
Multiplicity: 2
Frontier orbital gap (alpha / beta) (eV): 4.95 / 5.01
E_HOMO (alpha / beta) (eV): -9.21 / -9.28

XYZ file:
```
65
Properties=species:S:1:pos:R:3:forces:R:3:lowdin_charge:R:1
Ce -0.678 -0.078 0.081 -1.6 -0.2 2.5 0.726
C -0.935 -6.665 -1.171 -0.1 0.0 -0.1 -0.054
C 0.060 -6.710 -0.195 0.1 0.0 0.1 -0.055
C 0.566 -5.549 0.372 0.1 0.0 0.1 0.002
C 0.060 -4.340 -0.071 -0.2 -0.1 -0.3 -0.088
C 0.335 -2.950 0.307 0.0 0.2 0.5 -0.262
N 0.946 -2.552 1.409 0.2 -0.4 -0.4 0.227
C 1.103 -1.321 1.913 0.4 0.0 0.4 -0.278
C 1.173 -1.074 3.346 0.0 0.3 0.0 -0.099
C 1.220 -1.936 4.434 0.0 -0.1 0.0 0.000
C 1.230 -1.373 5.698 0.0 -0.1 -0.1 -0.059
C 1.169 0.014 5.874 0.0 0.1 0.0 -0.059
C 1.092 0.876 4.794 0.0 0.1 0.0 0.000
C 1.104 0.321 3.522 0.0 -0.3 -0.1 -0.098
C 0.981 0.902 2.191 0.3 0.0 0.3 -0.276
N 0.615 2.175 2.003 0.1 0.4 -0.2 0.222
C -0.072 2.738 1.020 0.0 -0.3 0.3 -0.274
N -0.619 2.080 -0.049 0.0 2.8 -0.9 -0.085
C -1.666 2.789 -0.569 -0.1 -0.1 -0.1 -0.273
N -2.638 2.334 -1.349 0.1 0.2 -0.1 0.223
C -2.866 1.092 -1.779 -0.1 0.1 0.0 -0.240
N -2.102 -0.025 -1.565 -1.4 0.0 -2.5 -0.046
C -2.736 -1.146 -2.024 0.0 0.0 -0.1 -0.242
N -2.334 -2.417 -1.915 0.1 -0.2 -0.2 0.220
C -1.282 -2.882 -1.259 -0.1 0.2 -0.1 -0.270
N -0.406 -2.147 -0.513 0.3 -2.6 -1.4 -0.100
C -0.952 -4.295 -1.053 0.2 -0.1 0.2 -0.090
C -1.461 -5.457 -1.606 -0.1 0.0 0.0 0.003
C -3.992 -0.728 -2.632 0.1 0.3 0.1 -0.095
C -5.009 -1.445 -3.244 0.0 0.0 0.0 -0.001
C -6.100 -0.736 -3.719 0.1 -0.1 0.0 -0.058
C -6.178 0.652 -3.579 0.0 0.1 0.0 -0.059
C -5.172 1.373 -2.957 0.0 0.1 0.0 -0.001
C -4.072 0.672 -2.484 0.0 -0.3 0.0 -0.093
C -1.664 4.105 0.070 0.2 0.1 0.3 -0.095
C -2.460 5.224 -0.110 -0.1 0.0 0.0 0.001
C -2.239 6.315 0.717 0.0 0.0 0.0 -0.055
C -1.262 6.280 1.713 0.0 0.0 0.1 -0.056
C -0.469 5.159 1.907 0.1 0.0 0.1 0.001
C -0.669 4.074 1.070 -0.2 0.1 -0.3 -0.094
N 1.118 -0.110 1.267 2.4 -0.2 1.3 -0.042
H -1.304 -7.589 -1.596 0.0 0.0 0.0 0.111
H 0.445 -7.669 0.126 0.0 0.0 0.0 0.111
H 1.336 -5.581 1.132 0.0 0.0 0.0 0.121
H 1.256 -3.006 4.279 0.0 0.0 0.1 0.119
H 1.281 -2.015 6.567 0.0 0.0 0.0 0.110
H 1.183 0.420 6.877 0.0 0.0 0.0 0.110
H 1.031 1.949 4.926 0.0 0.0 0.0 0.119
H -2.241 -5.412 -2.355 0.0 0.0 0.0 0.120
H -4.938 -2.520 -3.346 0.0 0.0 0.0 0.118
H -6.907 -1.266 -4.207 0.0 0.0 0.0 0.110
H -7.043 1.175 -3.967 0.0 0.0 0.0 0.110
H -5.234 2.448 -2.844 0.0 0.0 0.0 0.118
H -3.222 5.240 -0.878 0.0 0.0 0.0 0.119
H -2.835 7.209 0.591 0.0 0.0 0.0 0.111
H -1.126 7.145 2.349 0.0 0.0 0.0 0.110
H 0.288 5.129 2.679 0.0 0.0 0.0 0.120
Cl -2.572 0.994 2.019 -0.7 0.4 0.7 0.763
C -3.493 -0.504 2.266 0.2 0.0 -0.1 -0.798
Cl -2.553 -1.810 1.520 -0.6 -0.6 0.4 0.755
H -4.450 -0.424 1.764 0.0 0.0 0.0 0.058
H -3.594 -0.694 3.327 0.0 0.0 0.0 0.055
N 2.300 0.066 -2.318 -0.1 0.0 0.0 0.184
C 1.282 0.107 -1.773 0.4 0.0 -0.3 0.009
H 3.183 0.035 -2.784 0.0 0.0 0.0 0.109
```
Positions in Å, forces in eV/Å.



(3)
Formula: C36H35Br2FN5O10P
Source: OMol25
Level of theory: ωB97M-V/def2-TZVPD

Output
LUMO level (Eh): -0.046
Total charge: 0
Multiplicity: 1
Frontier orbital gap (eV): 7.66
SMILES: CC[C@H](F)P/C(Br)=C(/C)Br.O=[N+]([O-])c1ccccc1.O=[N+]([O-])c1ccccc1.O=[N+]([O-])c1ccccc1.O=[N+]([O-])c1ccccc1.O=[N+]([O-])c1ccccc1
E_HOMO (eV): -8.91

XYZ file:
```
90
Properties=species:S:1:pos:R:3:forces:R:3:lowdin_charge:R:1
C 1.238 -1.329 -11.959 0.3 0.4 0.3 -0.141
C 2.018 -0.217 -11.007 0.1 -1.3 0.6 -0.251
C 2.130 -0.761 -9.450 -1.1 -0.2 -0.9 -0.478
F 1.033 -0.077 -8.689 2.4 -1.3 -1.2 -0.155
P 3.878 -0.213 -8.832 -1.1 1.9 1.4 0.848
C 3.762 -0.496 -6.910 0.2 -5.9 0.6 -0.819
Br 3.640 1.070 -5.619 0.2 -2.0 -1.7 0.561
C 3.743 -1.925 -6.396 -0.1 5.0 0.7 -0.631
C 3.592 -2.177 -4.750 -1.0 0.2 -1.1 -0.156
Br 3.864 -3.492 -7.683 -0.2 1.9 1.7 0.614
H 0.702 -0.713 -12.824 1.1 -1.8 1.8 0.085
H 2.038 -2.097 -12.381 -1.8 1.7 0.7 0.083
H 0.474 -1.969 -11.322 1.4 1.6 -1.4 0.083
H 1.463 0.818 -10.953 1.3 -2.1 -0.2 0.125
H 3.125 -0.131 -11.407 -2.3 0.2 0.7 0.091
H 1.936 -1.910 -9.330 0.2 2.3 -0.3 0.089
H 4.839 -1.117 -9.417 -0.9 -0.4 0.7 -0.064
H 2.706 -1.457 -4.413 2.0 -1.6 -0.7 0.054
H 4.557 -1.859 -4.168 -1.8 -0.8 -1.3 0.095
H 3.242 -3.277 -4.549 1.0 2.2 -0.3 0.075
O 1.783 -2.473 1.654 0.8 0.7 -1.5 0.060
N 2.294 -1.961 0.648 0.8 -0.6 0.9 -0.327
O 3.506 -1.982 0.389 -1.7 0.0 0.4 0.057
C 1.404 -1.280 -0.300 -0.6 0.5 -0.6 -0.141
C 0.031 -1.199 -0.028 0.1 0.0 0.0 0.005
C -0.807 -0.529 -0.921 0.4 0.0 -0.1 -0.058
C -0.278 0.051 -2.075 0.1 -0.1 0.1 -0.063
C 1.088 -0.039 -2.349 -0.1 -0.2 0.4 -0.075
C 1.936 -0.705 -1.462 -0.1 0.0 0.0 -0.006
H -0.396 -1.646 0.867 0.3 0.0 -0.2 0.118
H -1.872 -0.455 -0.715 0.2 -0.1 0.0 0.107
H -0.935 0.578 -2.765 0.1 -0.1 0.1 0.111
H 1.491 0.413 -3.252 0.0 -0.1 0.2 0.076
H 2.999 -0.764 -1.688 -0.2 -0.1 0.3 0.114
O 8.260 -3.133 -7.070 0.9 -1.1 1.2 0.059
N 8.856 -3.864 -6.265 0.8 0.8 -0.9 -0.325
O 10.089 -3.968 -6.192 -1.8 0.2 -0.1 0.062
C 8.046 -4.666 -5.339 -0.6 -0.6 0.6 -0.138
C 6.648 -4.608 -5.412 0.1 0.0 0.0 -0.014
C 5.883 -5.391 -4.545 0.4 0.0 0.0 -0.068
C 6.510 -6.219 -3.613 0.1 0.1 -0.1 -0.070
C 7.903 -6.266 -3.535 -0.2 0.3 -0.3 -0.067
C 8.679 -5.490 -4.399 0.0 0.0 0.0 -0.001
H 6.144 -3.968 -6.134 0.4 -0.1 0.1 0.049
H 4.797 -5.358 -4.599 0.2 0.0 0.0 0.097
H 5.910 -6.831 -2.943 0.1 0.1 -0.1 0.109
H 8.384 -6.911 -2.804 -0.1 0.2 -0.2 0.108
H 9.763 -5.540 -4.328 -0.3 0.2 -0.2 0.119
O -3.467 -3.585 0.003 -1.2 1.2 0.0 0.051
N -4.354 -2.721 0.055 0.3 -0.5 -1.1 -0.330
O -4.929 -2.244 -0.934 0.9 -0.7 1.3 0.054
C -4.747 -2.224 1.380 -0.2 0.3 0.9 -0.150
C -4.097 -2.709 2.523 0.0 0.0 -0.1 -0.007
C -4.458 -2.215 3.779 -0.2 0.2 -0.3 -0.066
C -5.461 -1.251 3.889 0.0 -0.1 -0.2 -0.071
C -6.114 -0.778 2.749 0.1 -0.4 -0.2 -0.067
C -5.760 -1.262 1.488 0.1 -0.1 0.1 0.009
H -3.313 -3.460 2.454 -0.2 0.2 -0.2 0.117
H -3.955 -2.580 4.671 -0.1 0.0 -0.2 0.107
H -5.736 -0.865 4.869 0.0 -0.1 -0.2 0.106
H -6.897 -0.029 2.844 0.4 -0.4 -0.2 0.084
H -6.276 -0.881 0.610 0.3 -0.2 0.1 0.119
O -6.961 1.584 4.084 1.2 1.2 0.9 0.029
N -6.022 2.175 4.638 0.5 -0.4 -0.9 -0.304
O -4.852 2.170 4.230 -1.8 -0.1 0.5 0.071
C -6.316 2.928 5.863 -0.2 0.4 0.8 -0.143
C -7.619 2.929 6.381 0.0 0.0 0.0 -0.005
C -7.887 3.627 7.560 0.4 0.0 -0.2 -0.067
C -6.865 4.319 8.212 0.0 -0.1 -0.2 -0.053
C -5.571 4.324 7.688 -0.3 -0.2 -0.6 -0.054
C -5.290 3.628 6.511 -0.2 -0.1 0.0 0.013
H -8.426 2.395 5.885 0.3 0.1 0.0 0.117
H -8.893 3.629 7.974 0.2 0.0 -0.1 0.108
H -7.078 4.857 9.134 0.1 -0.1 -0.2 0.113
H -4.780 4.868 8.200 -0.7 -0.4 -0.5 0.050
H -4.276 3.639 6.118 -0.3 -0.1 -0.1 0.119
O -3.743 7.171 8.528 0.7 -1.6 0.9 0.081
N -3.178 6.213 9.076 -0.8 0.5 0.0 -0.310
O -3.768 5.251 9.590 1.2 1.5 0.0 0.030
C -1.711 6.220 9.125 1.0 0.0 0.0 -0.137
C -1.005 7.306 8.589 0.0 0.0 0.0 0.002
C 0.390 7.318 8.660 -0.2 -0.3 0.1 -0.064
C 1.070 6.255 9.256 -0.1 0.0 0.0 -0.069
C 0.364 5.170 9.779 -0.2 0.3 -0.2 -0.063
C -1.031 5.147 9.716 0.0 0.0 0.0 0.002
H -1.520 8.142 8.122 -0.1 -0.3 0.2 0.120
H 0.947 8.160 8.253 -0.2 -0.2 0.1 0.110
H 2.157 6.272 9.313 -0.2 0.0 0.0 0.110
H 0.901 4.344 10.239 -0.2 0.2 -0.1 0.110
H -1.567 4.296 10.131 0.0 0.3 -0.2 0.120
```
Positions in Å, forces in eV/Å.



(4)
Formula: C35H45F13InO19S
Source: OMol25
Level of theory: ωB97M-V/def2-TZVPD

Output
LUMO level (Eh): 0.034
Total charge: -1
Multiplicity: 1
Frontier orbital gap (eV): 5.87
E_HOMO (eV): -4.94

XYZ file:
```
114
Properties=species:S:1:pos:R:3:forces:R:3:lowdin_charge:R:1
C 8.585 1.038 2.311 0.2 -0.2 -0.3 -0.055
C 8.504 0.967 0.805 0.0 0.0 -0.1 -0.278
C 9.639 0.820 0.021 -0.1 0.0 0.0 -0.071
C 9.532 0.754 -1.369 0.0 -0.1 0.1 -0.043
C 8.311 0.845 -2.021 -0.2 0.1 0.0 -0.125
C 8.125 0.767 -3.529 0.3 -0.3 0.0 -0.335
C 7.302 -0.493 -3.880 0.2 0.1 0.0 -0.062
C 9.441 0.747 -4.330 -0.2 0.2 -0.2 -0.079
C 7.164 1.023 -1.218 0.2 0.0 0.1 -0.252
O 5.973 1.135 -1.851 -0.1 0.0 -0.1 -0.185
C 5.105 2.223 -1.436 -0.2 0.2 -0.2 -0.279
In 3.423 2.541 -2.882 0.1 -0.2 0.1 0.533
C 1.545 2.050 -1.732 0.1 -0.1 -0.4 -0.311
C 0.377 1.882 -2.705 0.3 0.1 0.7 -0.211
C -0.912 1.330 -2.089 0.1 -0.1 -0.1 -0.422
F -0.834 1.169 -0.736 -0.2 0.1 -0.1 0.090
F -1.983 2.165 -2.316 0.1 -0.1 0.1 0.085
C -1.310 -0.040 -2.690 -0.1 0.0 -0.3 -0.347
F -1.513 0.158 -4.024 0.1 -0.2 0.3 0.139
F -0.306 -0.934 -2.540 -0.3 0.3 0.0 0.157
C -2.638 -0.741 -2.227 0.2 -0.2 -0.1 -0.337
F -2.704 -1.901 -2.931 0.0 0.3 0.1 0.138
F -3.694 0.001 -2.594 0.1 -0.1 0.1 0.137
C -2.722 -1.201 -0.705 0.3 -0.3 0.1 -0.381
F -3.268 -2.435 -0.682 0.1 0.3 0.0 0.093
F -1.496 -1.289 -0.184 -0.5 -0.1 -0.1 0.149
S -3.823 -0.168 0.477 0.1 0.1 0.2 0.786
F -5.081 -0.502 -0.450 0.0 0.0 0.0 -0.139
F -3.549 1.160 -0.307 -0.1 -0.1 0.0 -0.107
F -2.630 0.150 1.460 -0.1 0.0 -0.1 -0.118
F -4.146 -1.476 1.353 0.0 0.0 -0.1 -0.164
F -4.803 0.635 1.438 0.0 0.0 0.0 -0.132
C 7.269 1.066 0.166 0.1 0.0 0.1 0.032
H 8.064 0.197 2.767 0.0 0.1 0.0 0.051
H 8.134 1.965 2.667 0.0 0.0 0.1 0.081
H 9.632 0.990 2.619 0.0 0.1 0.1 0.067
H 10.612 0.758 0.496 0.0 0.0 -0.1 0.095
H 10.445 0.631 -1.937 0.0 0.0 0.0 0.089
H 7.556 1.644 -3.841 -0.1 0.0 0.1 0.139
H 7.478 -0.786 -4.918 -0.1 0.1 0.0 0.068
H 7.644 -1.321 -3.251 -0.1 0.0 0.0 0.086
H 6.239 -0.338 -3.716 0.0 0.0 0.0 0.067
H 10.293 1.163 -3.797 0.0 0.0 0.0 0.051
H 9.325 1.343 -5.239 0.0 -0.1 0.0 0.074
H 9.684 -0.266 -4.658 0.2 0.0 0.2 0.071
H 4.718 2.048 -0.426 0.1 -0.1 0.0 0.029
H 5.711 3.137 -1.415 0.0 0.0 0.1 0.047
H 3.542 1.401 -4.246 -0.1 0.0 0.1 -0.109
H 3.378 4.214 -3.393 -0.2 0.1 0.0 -0.107
H 1.760 1.104 -1.226 -0.1 0.1 0.1 0.032
H 1.331 2.828 -0.997 0.0 -0.1 0.1 0.029
H 0.108 2.865 -3.098 0.0 -0.1 -0.3 0.119
H 0.695 1.224 -3.514 -0.2 0.1 -0.2 0.094
H 6.372 1.181 0.763 0.0 0.0 -0.1 0.119
C -7.451 -3.212 -0.741 0.1 0.1 0.0 -0.107
C -6.237 -3.681 -1.520 0.0 0.2 0.0 -0.102
O -6.509 -5.080 -1.684 0.0 0.0 0.0 0.075
C -7.837 -5.271 -1.587 0.0 0.0 0.0 -0.570
O -8.400 -6.289 -1.840 0.0 -0.1 0.0 0.152
O -8.455 -4.147 -1.158 0.0 0.0 0.0 0.054
H -7.761 -2.199 -0.979 -0.1 0.0 -0.1 0.133
H -7.314 -3.306 0.338 0.0 0.0 0.0 0.132
H -6.171 -3.218 -2.506 0.0 0.0 0.0 0.141
H -5.302 -3.537 -0.991 0.0 -0.2 0.0 0.114
C -5.284 1.968 5.041 0.0 0.0 -0.1 -0.121
C -5.322 3.056 3.984 0.1 -0.1 0.0 -0.113
O -6.287 3.966 4.523 0.0 0.0 0.0 0.059
C -6.339 3.789 5.866 0.0 0.0 0.0 -0.574
O -6.918 4.501 6.617 0.0 0.0 0.1 0.165
O -5.641 2.688 6.225 0.0 0.0 0.0 0.066
H -4.308 1.508 5.160 0.0 0.0 0.1 0.130
H -6.028 1.189 4.868 0.0 0.0 0.0 0.127
H -4.367 3.574 3.885 0.0 0.0 0.0 0.136
H -5.644 2.707 3.007 -0.1 0.1 0.0 0.120
C -4.619 -1.976 4.357 0.0 0.0 0.0 -0.122
C -5.309 -3.288 4.677 0.0 0.0 -0.1 -0.113
O -5.125 -3.389 6.091 0.0 0.0 0.0 0.061
C -4.935 -2.144 6.593 0.0 0.0 -0.1 -0.566
O -4.919 -1.873 7.745 0.0 0.0 0.1 0.178
O -4.763 -1.253 5.583 0.0 0.0 0.0 0.041
H -5.083 -1.426 3.545 -0.1 0.1 0.1 0.110
H -3.556 -2.103 4.146 0.0 0.0 0.0 0.138
H -6.379 -3.257 4.466 0.0 0.0 0.0 0.133
H -4.866 -4.147 4.180 0.1 0.0 0.1 0.133
C 5.907 -0.781 7.158 0.0 0.0 0.1 -0.123
C 7.387 -0.952 6.871 0.0 0.0 0.1 -0.122
O 7.401 -1.130 5.455 0.0 0.0 0.0 0.057
C 6.279 -0.567 4.937 0.0 0.0 0.1 -0.561
O 6.080 -0.397 3.784 -0.2 -0.1 0.0 0.173
O 5.425 -0.224 5.935 0.0 0.0 0.0 0.060
H 5.696 -0.105 7.982 0.0 0.1 -0.1 0.130
H 5.405 -1.734 7.332 0.0 0.0 0.0 0.131
H 7.965 -0.059 7.119 0.0 0.0 0.0 0.132
H 7.830 -1.817 7.359 0.0 -0.1 -0.1 0.129
C -11.437 -6.172 -1.067 0.0 0.0 0.0 -0.117
C -11.795 -7.597 -0.698 0.1 0.0 0.0 -0.111
O -13.140 -7.462 -0.223 0.0 0.0 0.0 0.054
C -13.675 -6.342 -0.765 0.0 0.0 0.0 -0.581
O -14.823 -6.043 -0.698 -0.1 0.0 0.0 0.159
O -12.722 -5.618 -1.392 0.0 0.0 0.0 0.061
H -10.764 -6.099 -1.911 -0.1 0.1 -0.1 0.110
H -11.020 -5.615 -0.226 0.0 0.0 0.0 0.132
H -11.793 -8.263 -1.562 0.0 0.0 0.0 0.133
H -11.166 -8.017 0.081 -0.1 0.0 0.1 0.131
C 4.100 7.771 -5.816 0.0 0.1 0.0 -0.130
C 5.132 7.414 -6.870 0.0 0.0 -0.1 -0.136
O 6.050 6.613 -6.132 0.0 0.0 0.0 0.045
C 5.393 6.078 -5.055 -0.1 0.0 -0.1 -0.567
O 5.830 5.238 -4.354 0.3 0.0 0.1 0.158
O 4.175 6.663 -4.928 0.0 0.0 0.0 0.037
H 3.090 7.864 -6.208 0.0 -0.1 0.0 0.129
H 4.364 8.681 -5.272 0.0 0.0 0.0 0.128
H 4.708 6.814 -7.678 0.0 0.0 0.0 0.129
H 5.644 8.277 -7.290 0.1 0.0 0.1 0.125
```
Positions in Å, forces in eV/Å.



Which of these has the highest multiplicity?
C10H11FeNO5



Which formula does entry 3 have?
C36H35Br2FN5O10P



Which value of multiplicity does entry 4 give?
1